# 1
{"formula": "C28H72BO20", "method": "ωB97M-V with the def2-TZVPD basis set", "e_homo_ev": -7.35, "relative_energy_kj_mol": 192.8, "e_tot_ev": -71835.0964, "total_charge": -1, "orbital_gap_ev": 9.67, "symbols": ["O", "C", "O", "B", "O", "C", "O", "O", "C", "O", "C", "O", "O", "C", "O", "H", "H", "H", "H", "C", "O", "H", "H", "H", "H", "C", "O", "H", "H", "H", "H", "C", "O", "H", "H", "H", "H", "C", "O", "H", "H", "H", "H", "C", "O", "H", "H", "H", "H", "C", "C", "C", "O", "H", "H", "H", "H", "H", "H", "H", "H", "C", "C", "C", "O", "H", "H", "H", "H", "H", "H", "H", "H", "C", "C", "C", "O", "H", "H", "H", "H", "H", "H", "H", "H", "C", "C", "C", "O", "H", "H", "H", "H", "H", "H", "H", "H", "C", "C", "C", "O", "H", "H", "H", "H", "H", "H", "H", "H", "C", "C", "C", "O", "H", "H", "H", "H", "H", "H", "H", "H"], "coordinates": [[19.1813, 16.9410, 8.8135], [19.1821, 17.1328, 7.6251], [19.4940, 18.2462, 7.0182], [19.2948, 18.1163, 5.5655], [19.2070, 16.6590, 5.3861], [18.8709, 16.0959, 6.5313], [18.5070, 14.9774, 6.7481], [20.3857, 18.6731, 4.7300], [19.8849, 19.6653, 4.0092], [20.4942, 20.3535, 3.2411], [18.3590, 19.7458, 4.3095], [18.0735, 18.7717, 5.1569], [17.5693, 20.5117, 3.8414], [17.8302, 13.8248, 3.6564], [18.6784, 13.8089, 2.5315], [18.3730, 14.0051, 4.5856], [17.0388, 14.5674, 3.5527], [17.2568, 12.8963, 3.7787], [19.4268, 13.2311, 2.7050], [20.9884, 23.3088, 0.6679], [20.1287, 22.2486, 1.0975], [21.9196, 22.7568, 0.5129], [20.6051, 23.8558, -0.1866], [21.1866, 24.0430, 1.4552], [20.4872, 21.6928, 1.8021], [21.7135, 13.9934, 8.6829], [23.0106, 14.5874, 8.6424], [21.7094, 13.3674, 7.7794], [21.4192, 13.4876, 9.5992], [20.8889, 14.6235, 8.3205], [23.0630, 15.0649, 9.4805], [18.2700, 18.7762, 11.5417], [18.2869, 19.3652, 10.2471], [18.2172, 19.5874, 12.2709], [17.4175, 18.0889, 11.5944], [19.2259, 18.2619, 11.7021], [18.5360, 18.6288, 9.6673], [23.5719, 19.2520, 3.2503], [24.9446, 19.0379, 3.5384], [23.1496, 18.4833, 2.5963], [22.9776, 19.3121, 4.1589], [23.4975, 20.1725, 2.6694], [24.9823, 18.3086, 4.1646], [22.8181, 20.0391, 6.8255], [24.1356, 20.5606, 6.9173], [22.4723, 19.5930, 7.7560], [22.1574, 20.8819, 6.5977], [22.6622, 19.3015, 6.0367], [24.2924, 21.0423, 6.1002], [19.1454, 21.8929, 8.0518], [19.5413, 23.1808, 7.3209], [20.0797, 22.8313, 5.9248], [18.4153, 23.9864, 7.0874], [19.9650, 21.2146, 8.3080], [18.5156, 21.2619, 7.4129], [18.5755, 21.9875, 8.9777], [20.3413, 23.7390, 7.8112], [19.3066, 22.4565, 5.2516], [20.9819, 22.2227, 5.8105], [20.3843, 23.7710, 5.4476], [17.7469, 23.4577, 6.6085], [15.2402, 17.3251, 6.6036], [14.9537, 18.2623, 7.7458], [14.6700, 19.6975, 7.2911], [13.8072, 17.8232, 8.4743], [15.6615, 16.3696, 6.9109], [15.8826, 17.8304, 5.8828], [14.2718, 17.1772, 6.1168], [15.7975, 18.3967, 8.4370], [14.1642, 20.2687, 8.0698], [14.0071, 19.6620, 6.4191], [15.5325, 20.3049, 7.0049], [13.9105, 18.0181, 9.4069], [18.5513, 17.1205, 1.4904], [19.7453, 16.7760, 0.6150], [20.9405, 17.6943, 0.7406], [20.0904, 15.3870, 0.7455], [18.2318, 18.1187, 1.1831], [18.8149, 17.2445, 2.5479], [17.7573, 16.3769, 1.4457], [19.3933, 16.8092, -0.4225], [20.6946, 18.7532, 0.7891], [21.5854, 17.5591, -0.1293], [21.5080, 17.4166, 1.6307], [19.5498, 14.9940, 1.4506], [18.0931, 11.8787, 10.7940], [17.5510, 12.9182, 9.8142], [17.4784, 14.3592, 10.2980], [18.4724, 12.8483, 8.6979], [18.2861, 12.3085, 11.7909], [19.0967, 11.5399, 10.5523], [17.3505, 11.1393, 11.0974], [16.6156, 12.6596, 9.3015], [17.1617, 14.9972, 9.4721], [18.4639, 14.7337, 10.5703], [16.7186, 14.3392, 11.0844], [18.0156, 13.2059, 7.9308], [16.6395, 24.2677, 3.7047], [15.7229, 23.5305, 4.6869], [14.7606, 22.6381, 3.9126], [16.6042, 22.7103, 5.4613], [17.5242, 24.7211, 4.1561], [16.0766, 25.1110, 3.2828], [17.0537, 23.6534, 2.9021], [15.2020, 24.2708, 5.2965], [15.3510, 22.0507, 3.2093], [14.0199, 23.2238, 3.3632], [14.1693, 22.0088, 4.5802], [16.7124, 21.8863, 4.9658], [16.7769, 18.8206, -1.2724], [17.4028, 20.1374, -0.8166], [16.8228, 20.6248, 0.4925], [18.7930, 19.8326, -0.6124], [16.3232, 18.2542, -0.4631], [17.4144, 18.1493, -1.8484], [16.0454, 19.1136, -2.0351], [17.2679, 20.9636, -1.5194], [15.7904, 20.9725, 0.3528], [17.2814, 21.5781, 0.7774], [16.8358, 19.9591, 1.3525], [19.2302, 20.5946, -0.2040]]}

=====

# 2
{"formula": "C28H72N10O3P", "method": "ωB97M-V with the def2-TZVPD basis set", "e_homo_ev": -9.67, "e_tot_ev": -60530.4427, "total_charge": 1, "orbital_gap_ev": 6.67, "symbols": ["N", "C", "N", "C", "N", "C", "N", "N", "C", "P", "O", "O", "O", "N", "H", "H", "H", "H", "H", "H", "H", "H", "H", "H", "H", "H", "C", "C", "N", "C", "C", "C", "C", "H", "H", "H", "H", "H", "H", "H", "H", "H", "H", "H", "H", "H", "H", "H", "C", "C", "N", "C", "C", "C", "C", "H", "H", "H", "H", "H", "H", "H", "H", "H", "H", "H", "H", "H", "H", "H", "C", "C", "N", "C", "C", "C", "C", "H", "H", "H", "H", "H", "H", "H", "H", "H", "H", "H", "H", "H", "H", "H", "C", "C", "N", "C", "C", "C", "C", "H", "H", "H", "H", "H", "H", "H", "H", "H", "H", "H", "H", "H", "H", "H"], "coordinates": [[2.0397, 0.0871, -2.3286], [2.0290, 1.0087, -1.1780], [1.0542, 0.4829, -0.1665], [-0.2324, 0.5557, -0.4660], [-0.8261, 1.0710, -1.5547], [-2.1544, 0.8353, -1.3320], [-3.1167, 1.1864, -2.2569], [-2.3371, 0.2260, -0.1813], [-3.5869, -0.2236, 0.4694], [-4.9414, -0.8282, -0.6651], [-5.6543, -1.8706, 0.0672], [-5.9512, 0.4234, -0.9160], [-4.4097, -1.4855, -2.0447], [-1.1366, 0.0422, 0.4264], [1.2593, 0.3302, -2.9398], [1.7969, -0.8155, -1.9195], [1.7653, 2.0317, -1.4899], [3.0243, 1.0471, -0.7049], [1.4361, 0.0565, 0.6653], [-3.4943, 2.1180, -2.0998], [-2.6849, 1.1189, -3.1783], [-3.3224, -1.0712, 1.1309], [-3.9186, 0.5850, 1.1530], [-6.1978, 0.7987, -0.0543], [-3.4388, -1.4458, -2.0815], [-0.9624, -0.3807, 1.3298], [2.9226, -3.0264, -6.3680], [1.6583, -2.9134, -5.5292], [0.8078, -1.7963, -5.9077], [-0.2374, -1.5179, -4.9436], [-1.3117, -2.5886, -4.7216], [0.3992, -1.7486, -7.3054], [-0.3641, -2.9508, -7.8691], [3.4890, -2.0940, -6.3521], [3.5615, -3.8148, -5.9665], [2.7036, -3.2847, -7.4050], [1.9707, -2.7734, -4.4886], [1.1203, -3.8718, -5.5658], [-0.7295, -0.5750, -5.2086], [0.2445, -1.3210, -3.9773], [-2.0226, -2.6260, -5.5449], [-1.8868, -2.3496, -3.8193], [-0.8864, -3.5821, -4.5802], [1.2941, -1.6002, -7.9150], [-0.1915, -0.8434, -7.4741], [0.0814, -3.9029, -7.5765], [-0.3521, -2.9113, -8.9604], [-1.4102, -2.9492, -7.5648], [-2.8751, 1.6171, 4.2701], [-4.3045, 1.1894, 4.5650], [-4.4623, -0.2515, 4.6337], [-5.8564, -0.6828, 4.6334], [-6.7290, -0.2766, 5.8232], [-3.5910, -0.9404, 5.5735], [-3.6560, -0.5298, 7.0474], [-2.5054, 1.1351, 3.3588], [-2.8322, 2.6978, 4.1215], [-2.1959, 1.3785, 5.0899], [-4.9367, 1.5685, 3.7543], [-4.6436, 1.6924, 5.4809], [-5.8932, -1.7697, 4.5225], [-6.3253, -0.2927, 3.7230], [-6.5008, -0.8636, 6.7116], [-7.7784, -0.4616, 5.5842], [-6.6338, 0.7820, 6.0682], [-2.5583, -0.8129, 5.2314], [-3.7648, -2.0177, 5.5004], [-3.6708, 0.5534, 7.1797], [-2.7735, -0.9066, 7.5710], [-4.5246, -0.9522, 7.5493], [3.2018, -3.1993, 7.4521], [2.1126, -3.2957, 6.3937], [0.8783, -2.6248, 6.7666], [-0.2399, -2.9511, 5.9002], [-0.1523, -2.5205, 4.4297], [0.9990, -1.2210, 7.1276], [1.5949, -0.2620, 6.0906], [2.8458, -3.5655, 8.4159], [4.0576, -3.8083, 7.1564], [3.5612, -2.1764, 7.5781], [1.8970, -4.3581, 6.2459], [2.5117, -2.9236, 5.4376], [-1.1595, -2.5445, 6.3318], [-0.3765, -4.0368, 5.9243], [-0.3137, -1.4465, 4.3129], [-0.9368, -3.0234, 3.8559], [0.8041, -2.7850, 3.9753], [1.6049, -1.1547, 8.0350], [0.0179, -0.8452, 7.4336], [2.4876, -0.6680, 5.6114], [1.8871, 0.6700, 6.5801], [0.8729, 0.0004, 5.3162], [3.1097, 2.4645, -4.3505], [4.5175, 3.0121, -4.5358], [4.5564, 4.3040, -5.1952], [5.8926, 4.6931, -5.6255], [6.9516, 4.9299, -4.5449], [3.7664, 5.3571, -4.5783], [4.0690, 5.7193, -3.1200], [2.5761, 2.4221, -5.3020], [3.1582, 1.4533, -3.9484], [2.5261, 3.0672, -3.6480], [5.0660, 2.2928, -5.1508], [5.0224, 3.0331, -3.5575], [5.8197, 5.5877, -6.2503], [6.2655, 3.9125, -6.2968], [6.7960, 5.8746, -4.0250], [7.9391, 4.9844, -5.0086], [6.9827, 4.1253, -3.8088], [2.7113, 5.0733, -4.6437], [3.8377, 6.2611, -5.1890], [4.1923, 4.8376, -2.4877], [3.2390, 6.2993, -2.7077], [4.9609, 6.3372, -3.0303]]}